# 1
{
  "formula": "C3H5NO3",
  "method": "wB97M-V/def2-TZVPD",
  "symbols": ["O", "H", "C", "H", "N", "H", "C", "O", "C", "H", "H", "O"],
  "positions_angstrom": [[0.31974, -1.28308, 0.53616], [-1.51162, 1.32930, -0.45916], [0.01538, 0.03974, 0.23740], [-3.09775, -0.32650, -0.48118], [-2.14110, -0.62210, -0.64856], [2.65760, 1.77860, 0.17852], [-1.18625, 0.30046, -0.32781], [0.80945, 1.10561, 0.65846], [2.10531, 0.82508, 0.14644], [1.29457, -1.35553, 0.49696], [-1.91944, -1.54634, -0.27486], [2.65411, -0.24525, -0.06239]],
  "forces_ev_per_angstrom": [[0.5447, 1.2185, 0.3999], [0.4097, -0.0514, 0.0171], [-3.2274, -0.9534, -0.5508], [0.4047, -0.1926, -0.0268], [-0.4038, -1.4712, -0.1857], [-0.0799, -0.1822, -0.3646], [1.3595, 1.3442, 1.1401], [2.6772, -2.2949, -1.8855], [0.8860, 0.4909, 1.8098], [-0.4641, -0.2036, -0.1571], [-0.3932, 0.3661, -0.2208], [-1.7133, 1.9296, 0.0242]],
  "charge": 0,
  "homo_ev": -7.65,
  "smiles": "N/C=C(\\O)OC=O",
  "relative_energy_kj_mol": 233.7,
  "e_lumo_ev": 0.70,
  "total_energy_ha": -397.74768
}

***

# 2
{
  "formula": "C10H16O",
  "method": "wB97M-V/def2-TZVPD",
  "symbols": ["C", "H", "C", "H", "H", "H", "H", "H", "C", "C", "C", "H", "C", "H", "C", "H", "H", "H", "C", "H", "C", "H", "C", "H", "H", "O", "H"],
  "positions_angstrom": [[-0.28068, -0.34639, 0.90893], [1.80923, -0.21393, 0.51465], [-0.42159, 2.27130, 0.06614], [-0.39002, -2.79832, 3.32644], [1.66460, 2.19241, -0.26405], [0.48546, -3.36308, -3.64597], [1.02250, -2.15880, -4.55318], [-1.22089, -2.21037, 1.12200], [-0.02193, -1.89140, 2.83764], [1.05732, -1.59698, -2.45688], [-1.59798, 1.58938, 0.38063], [1.31286, -2.02137, -1.48976], [-0.22838, -1.81844, 1.31140], [1.65519, -0.69704, -2.60216], [-1.52358, 0.25568, 0.74559], [-0.59299, -1.09879, 3.32880], [0.03021, -1.23568, -2.42581], [-1.19980, 4.06983, -0.14558], [0.79523, 1.61804, 0.02454], [2.27175, -3.01742, -3.58147], [1.26651, -2.59964, -3.57618], [-2.43373, -0.32046, 0.79147], [0.86905, 0.31647, 0.51723], [0.62609, -2.29118, 0.86178], [0.99361, -1.80081, 3.22557], [-0.35174, 3.64407, 0.03777], [-2.54892, 2.04496, 0.11569]],
  "forces_ev_per_angstrom": [[-0.0875, -1.3295, -0.5534], [0.1651, -0.0007, 0.0798], [-0.0835, 0.5656, 1.0661], [-0.0662, -0.2592, -0.4717], [0.0946, -0.0941, 0.0148], [0.3662, -0.4775, 0.9169], [0.7824, 0.4699, 0.0808], [0.2165, -0.6696, -0.5108], [-0.4749, -0.0502, 1.0782], [-0.1127, 0.1730, -0.1275], [0.0248, -0.0801, -0.9378], [-0.0573, 0.0026, 0.1304], [0.1408, 1.5843, 1.7026], [0.2263, -0.0828, 0.0155], [0.3111, 0.5723, -0.3817], [0.0211, 0.0950, -0.0988], [-0.1269, -0.1561, 0.1237], [0.0398, -0.3662, 0.0717], [0.0911, -0.1672, 0.6768], [-0.1538, -0.1445, -0.1264], [-0.9279, 0.2175, -1.0155], [-0.1089, -0.1409, 0.3603], [-0.2207, 0.4454, -0.5230], [-0.1653, -0.6080, -0.7064], [0.2222, 0.2261, -0.5533], [-0.1040, 0.1823, -0.8135], [-0.0124, 0.0925, 0.5022]],
  "charge": 0,
  "homo_ev": -8.35,
  "smiles": "CCc1ccc(O)cc1.CC",
  "relative_energy_kj_mol": 128.0,
  "e_lumo_ev": 0.86,
  "total_energy_ha": -465.84906
}

***

# 3
{
  "formula": "C2H13N2O3",
  "method": "wB97M-V/def2-TZVPD",
  "symbols": ["H", "H", "O", "N", "N", "H", "H", "H", "H", "H", "H", "H", "O", "H", "H", "H", "C", "O", "C", "H"],
  "positions_angstrom": [[-1.88150, -0.15292, -2.83437], [0.54272, 2.46439, 2.54661], [-1.59393, -0.77280, -2.18233], [1.34751, 0.57003, -1.06695], [0.12343, 1.44055, 0.75586], [-0.08141, 0.50392, 1.11056], [0.59980, -0.29960, -1.09695], [-1.89573, -3.10765, -0.07041], [1.92968, -2.92621, 0.94005], [0.66203, -2.30123, 0.21854], [-1.57812, -0.55384, -1.31352], [2.34707, 0.42501, -1.10295], [1.53752, -2.18348, 0.46731], [-1.18711, 2.02503, 2.36665], [1.49075, 2.62455, -0.45382], [-1.21491, -2.44619, -1.20357], [-0.29431, 2.40385, 1.80121], [-1.02562, -2.68671, -0.21342], [0.98328, 1.68528, -0.20204], [-0.81117, 3.28802, 1.53354]],
  "forces_ev_per_angstrom": [[-0.3718, 0.9327, 0.0643], [-0.8698, 0.5527, -0.8028], [0.9401, -2.7431, -3.5572], [-3.8820, 1.1522, 2.2878], [-0.1322, 1.6429, 0.4538], [0.4493, -0.1306, -1.0881], [3.1954, 2.7414, 0.3164], [0.6241, -0.0180, 0.7061], [-0.6430, -0.0098, -0.2626], [-2.5244, -1.4098, -0.2535], [-0.6667, 1.9300, 3.6472], [-0.0581, -0.3969, -0.5068], [3.3546, 1.4448, 0.6886], [1.0543, -0.7631, -0.4286], [-0.4962, -0.1095, 0.7048], [1.0100, -0.5549, 2.1417], [-0.4225, -1.2773, 2.0795], [-1.9243, 0.5703, -3.1209], [0.6133, -4.9634, -1.8709], [0.7497, 1.4093, -1.1989]],
  "charge": 1,
  "homo_ev": -14.38,
  "relative_energy_kj_mol": 262.5,
  "e_lumo_ev": -4.35,
  "total_energy_ha": -418.92845
}

***

# 4
{
  "formula": "C7H10",
  "method": "wB97M-V/def2-TZVPD",
  "symbols": ["C", "H", "C", "H", "C", "H", "H", "H", "H", "H", "H", "C", "C", "C", "H", "H", "C"],
  "positions_angstrom": [[-0.15878, 0.49709, -0.35533], [0.07157, -1.76546, -2.99751], [0.42731, -0.38372, -1.39533], [1.51183, -0.35431, -1.37569], [-0.29390, -1.16401, -2.17675], [2.21822, 1.01290, 0.76903], [1.91705, 0.11334, 2.36095], [-1.63861, -0.73057, 1.42923], [-1.54822, 2.02493, 0.13698], [-1.36735, -1.15006, -2.03485], [-1.33740, 1.60663, -1.65319], [-0.63039, -0.71141, 1.82993], [1.55635, 0.41979, 1.38361], [0.29931, 0.16660, 1.04267], [-0.28189, -1.74870, 1.83292], [-0.67221, -0.43381, 2.88329], [-1.07631, 1.41678, -0.62312]],
  "forces_ev_per_angstrom": [[-0.2764, -0.2963, 0.5673], [0.3066, -0.0919, 0.2061], [0.4221, 0.4909, 0.5051], [0.0888, -0.2488, -0.3901], [-0.5476, 0.1307, -0.3311], [0.0223, -0.0447, -0.1053], [0.1241, 0.0095, -0.0861], [-0.0813, 0.1987, -0.0473], [0.0774, -0.0147, 0.0869], [-0.1026, -0.0557, -0.1104], [-0.1802, 0.0435, -0.0972], [0.0530, -0.3602, 0.5583], [-0.2560, 0.2483, 0.7535], [0.2177, -0.2891, -1.0946], [0.0599, 0.0478, -0.1860], [-0.0400, 0.1873, 0.0013], [0.1122, 0.0446, -0.2304]],
  "charge": 0,
  "homo_ev": -9.27,
  "smiles": "C=CC(=C)C(=C)C",
  "relative_energy_kj_mol": 185.8,
  "e_lumo_ev": 1.05,
  "total_energy_ha": -272.64723
}

***

# 5
{
  "formula": "C4H10N",
  "method": "wB97M-V/def2-TZVPD",
  "symbols": ["H", "H", "C", "H", "H", "H", "C", "N", "H", "C", "H", "H", "C", "H", "H"],
  "positions_angstrom": [[-0.76561, -0.04055, 0.70287], [-1.97506, -0.77184, 1.72041], [0.07913, -0.04089, -1.41680], [-0.04174, -1.85826, -0.41910], [1.52249, 0.36288, 0.73095], [0.50565, -1.93719, -2.22589], [0.18472, -1.36762, -1.36172], [-0.97354, -0.70090, 1.56028], [0.35200, 0.51780, -2.31524], [0.88263, 1.21305, 0.51542], [-0.56437, -1.53767, 1.96696], [1.39575, 1.98711, -0.07237], [-0.34273, 0.79792, -0.28088], [0.67118, 1.70683, 1.46804], [-0.93048, 1.66934, -0.57295]],
  "forces_ev_per_angstrom": [[-0.4299, -2.5976, 2.5760], [-0.0190, 0.2928, -0.6030], [-0.8890, -0.7887, 0.6807], [-0.3120, -0.2783, -0.3803], [0.2247, 0.0561, -0.3010], [0.0943, -0.0460, 0.2335], [0.4232, 0.3274, -0.0504], [-1.6387, 1.5942, 1.2087], [-0.6763, 0.0875, -0.0655], [-0.9313, -0.3008, 1.6107], [1.0628, -0.0184, -1.5455], [-0.1459, -0.2284, -0.3885], [4.6833, 2.3798, -3.5372], [-0.2760, 0.0048, -0.1040], [-1.1702, -0.4843, 0.6657]],
  "charge": 1,
  "homo_ev": -15.02,
  "relative_energy_kj_mol": 548.8,
  "e_lumo_ev": -8.02,
  "total_energy_ha": -212.71132
}

***

# 6
{
  "formula": "C15H26Br2F4N4O8S",
  "method": "wB97M-V/def2-TZVPD",
  "symbols": ["C", "H", "C", "H", "H", "H", "H", "H", "H", "H", "C", "H", "C", "H", "C", "C", "O", "H", "O", "H", "H", "C", "C", "N", "H", "Br", "F", "H", "H", "O", "H", "C", "C", "O", "C", "C", "N", "H", "Br", "C", "H", "H", "S", "O", "H", "H", "C", "N", "C", "H", "F", "F", "O", "F", "H", "O", "H", "H", "O", "N"],
  "positions_angstrom": [[-2.38752, 0.63693, 0.00087], [-8.61379, 2.16091, -2.36549], [4.95859, 0.15332, -0.02249], [4.01112, 0.66433, -3.23747], [2.88575, 1.06574, -1.77618], [5.31305, 1.61138, 4.57007], [5.68896, -1.41183, 6.65699], [2.65387, -1.51659, -3.78008], [-6.89252, 0.98279, -3.44107], [6.09838, 1.57349, 6.78128], [-2.25097, -2.71968, -3.49522], [0.98632, 2.33678, 1.44267], [-8.26930, 2.66534, -1.46144], [-6.27984, -0.57181, -2.84489], [6.14097, 0.94219, 4.32022], [-6.92057, 0.28107, -2.60305], [-5.42783, 0.54626, -0.74818], [-0.71323, 2.75903, 1.15791], [-1.27554, -1.76373, -2.93933], [-2.57730, -3.92855, -1.74987], [-6.69805, 2.43820, -0.05285], [0.05973, 1.24358, -0.14049], [2.24926, -0.76380, -2.97779], [-1.08289, 0.67379, -0.61743], [6.77338, 0.39112, 7.93213], [5.56326, -1.29184, 1.28231], [3.79892, 0.85892, 0.60617], [6.18401, 0.83698, 3.23232], [-9.06038, 2.64350, -0.70846], [1.09561, 1.18386, -0.80033], [-0.28383, 1.21672, 1.97161], [-6.41786, 0.95134, -1.35459], [5.91977, -0.40564, 4.94875], [-5.12406, -2.39619, -2.68468], [0.00089, 1.93177, 1.19501], [4.52526, -0.62658, -1.40878], [-7.09550, 2.04168, -0.89668], [7.08930, 1.36382, 4.66427], [6.22762, -0.70685, -2.53013], [3.42514, 0.17706, -2.32008], [5.01087, 0.63673, 7.83858], [-7.93885, -0.08532, -2.44630], [0.28091, -2.46349, -2.80547], [0.07227, -3.71188, -1.86470], [-0.96524, 0.22989, -1.52095], [-8.02221, 3.70341, -1.69554], [5.93816, 0.60719, 7.26194], [5.83846, -0.47222, 6.30767], [-4.48120, -3.56631, -2.67344], [-2.67074, -0.40990, 0.13268], [6.07087, 1.13363, -0.24949], [4.14221, -2.00551, -1.02785], [-2.45174, -2.64570, -4.83914], [-5.32427, -4.81052, -2.56557], [-2.40378, 1.14240, 0.96765], [5.81252, -1.43046, 4.27774], [-3.09673, 1.12050, -0.67473], [1.52953, -0.01834, -3.57085], [1.36464, -1.40459, -1.95631], [-2.98389, -3.77831, -2.70142]],
  "forces_ev_per_angstrom": [[-0.1766, -0.1201, -0.4399], [0.1552, 0.0438, 0.2109], [-0.0309, 0.5919, 0.9298], [-1.3108, -1.3237, 2.0078], [1.2178, -2.1138, -0.5633], [0.1905, 0.0746, 0.0338], [0.0401, 0.2499, -0.0890], [-0.6179, 1.1145, 1.9039], [-0.2010, -0.0666, 0.0346], [-0.0364, -0.2553, 0.0164], [-1.2004, 0.3655, -7.5082], [-0.1807, -0.1683, -0.1963], [0.0928, 0.2241, 0.3368], [-0.1856, 0.3686, 0.2049], [0.0344, 0.1324, -0.2509], [0.1213, -0.2255, -0.1725], [-0.4369, 0.1757, -0.2752], [-0.0315, -0.1535, 0.1491], [-1.7334, -2.0700, 0.2953], [-0.4635, 0.0879, -0.9681], [-0.1258, -0.0987, -0.2201], [-0.0229, -0.4051, -0.6912], [-0.2832, 1.7666, -1.4320], [1.0292, 0.4048, 0.2779], [-0.0532, 0.3043, 0.1133], [-0.3942, 2.1438, -1.0746], [3.6783, -1.7967, -2.1586], [-0.0331, -0.1039, 0.3146], [-0.1905, 0.1087, -0.2419], [-0.3868, 0.3420, 0.2339], [-0.1139, 0.1802, -0.0192], [0.5388, -0.0533, 0.5400], [-0.1136, -0.9366, -0.2356], [4.8432, -8.7156, -0.1959], [0.2008, 0.1269, 0.1867], [-0.3008, 0.0274, 0.0823], [0.3866, -0.4558, -0.0993], [-0.1642, 0.1253, 0.0246], [-1.2694, -0.4506, 0.9435], [-0.6296, 0.0445, -0.7061], [0.1192, 0.2807, 0.1248], [0.0242, 0.1219, -0.1676], [1.4783, -4.3124, 3.3818], [0.4131, 4.9734, -3.1691], [-0.1149, 0.1155, 0.2529], [-0.2944, 0.0034, -0.1443], [-0.0605, -0.3580, 0.2134], [0.0145, -0.0674, -0.5761], [-4.0520, 4.9716, 0.3304], [-0.2910, 0.1651, 0.1275], [-3.8027, -2.6405, 0.8128], [0.6164, 3.7496, -1.4240], [1.1872, -0.5105, 9.4488], [3.4345, 3.8087, -0.2986], [0.1099, -0.0958, -0.2066], [0.1125, 0.4808, 0.4995], [-0.1854, -0.1716, 0.3469], [1.8049, -1.3828, 1.2197], [-1.2954, -1.1433, -1.8087], [-1.0605, 2.5216, -0.2657]],
  "charge": 0,
  "homo_ev": -9.32,
  "e_lumo_ev": -0.99,
  "total_energy_ha": -7353.55721
}